No. 1
{
  "formula": "H34O17",
  "method": "wB97M-V/def2-TZVPD",
  "e_above_lowest_kj_mol": 918.9,
  "total_energy_ev": -35352.4876,
  "total_charge": 0,
  "species": ["O", "H", "H", "O", "H", "H", "O", "H", "H", "O", "H", "H", "O", "H", "H", "O", "H", "H", "O", "H", "H", "O", "H", "H", "O", "H", "H", "O", "H", "H", "O", "H", "H", "O", "H", "H", "O", "H", "H", "O", "H", "H", "O", "H", "H", "O", "H", "H", "O", "H", "H"],
  "positions_angstrom": [[-0.3691, 1.9443, -0.7891], [0.4222, 2.2774, -0.2609], [-0.9334, 1.8318, 0.1202], [0.7783, 5.3194, -0.8931], [1.6112, 5.0494, -0.5458], [0.3080, 4.9252, -1.4332], [0.8270, -5.0713, 0.6510], [0.2368, -5.3216, -0.0240], [0.3769, -4.7037, 1.3801], [0.7442, 5.5697, 2.3787], [0.4221, 5.3360, 1.5174], [0.9636, 4.6104, 2.3007], [-0.6234, 1.9486, -3.7307], [-0.2221, 2.5951, -4.2363], [-0.1379, 2.1031, -2.8847], [3.3182, 3.2709, -2.2273], [3.9251, 3.5597, -1.5924], [3.7548, 2.4556, -2.4556], [-2.5396, -0.7285, 2.4268], [-2.0112, -0.4678, 3.1056], [-2.3443, -1.7104, 2.5146], [2.8463, -0.5010, -1.8509], [2.6170, 0.1950, -2.5435], [3.2668, -1.4070, -2.1297], [-4.6555, 1.0192, 3.0823], [-4.9125, 0.3323, 2.4191], [-4.2795, 1.8334, 2.5654], [-2.4827, 0.0007, -3.2545], [-2.4819, 0.9170, -2.9763], [-3.2280, -0.4664, -2.7979], [-1.3664, -0.8672, -1.1312], [-1.9392, -1.4352, -1.7379], [-1.1656, -0.0068, -1.5933], [1.7426, -2.9807, 0.8631], [1.1000, -3.2045, 0.0667], [2.3490, -3.4872, 0.4604], [0.9119, 2.0413, 2.8962], [0.0416, 2.4529, 3.3350], [0.4238, 1.2353, 2.7086], [2.8049, -1.1116, 2.7106], [3.4060, -0.7494, 3.2081], [2.9652, -1.5230, 1.9234], [-1.7493, -5.8383, 0.6423], [-1.7322, -5.7221, 1.4450], [-1.5756, -5.0261, 0.0618], [-0.4504, -2.4651, 3.3195], [-0.3609, -1.6497, 3.8558], [0.3281, -2.5894, 2.8668], [-0.0092, -1.4303, -4.8341], [-0.2926, -0.4636, -4.5942], [-0.6288, -1.8956, -4.3088]]
}

=====

No. 2
{
  "formula": "H35O17",
  "method": "wB97M-V/def2-TZVPD",
  "e_above_lowest_kj_mol": 214.6,
  "total_energy_ev": -35370.0999,
  "total_charge": 1,
  "species": ["O", "H", "H", "O", "H", "H", "O", "H", "H", "O", "H", "H", "O", "H", "O", "H", "H", "O", "H", "H", "O", "H", "H", "O", "H", "H", "O", "H", "H", "O", "H", "H", "O", "H", "H", "O", "H", "H", "O", "H", "H", "O", "H", "H", "O", "H", "H", "O", "H", "H", "H", "H"],
  "positions_angstrom": [[2.2353, -1.5534, 0.0131], [2.1098, -2.6419, 0.1731], [2.5208, -1.0941, 0.9218], [0.9762, 0.9884, 0.3089], [1.2993, -1.9403, 2.6783], [1.4320, -1.0247, -0.1052], [-3.6413, -1.8977, -1.8850], [-3.9617, -2.2378, -2.7451], [-3.5970, -0.9616, -2.1618], [-3.8393, 2.1870, -0.6168], [-2.9379, 2.4959, -0.7643], [-0.4483, 3.4919, -1.4356], [0.4488, -5.4350, -1.5455], [0.0773, 0.6748, -3.7233], [1.1770, 4.5139, 2.1529], [0.9454, 4.4525, 3.0848], [1.6506, 5.3329, 1.9913], [3.7204, 0.6220, 2.0180], [4.6775, 0.6780, 1.8134], [3.6831, 1.4023, 2.5858], [0.3651, -0.2153, -3.9636], [-0.4691, -5.7146, -1.4536], [0.2910, -0.2188, -4.9423], [-3.0521, 2.0390, 3.7982], [-1.8591, -1.4026, -1.0557], [-3.4786, 1.1636, 3.8952], [-0.8470, 3.6623, 0.5356], [-1.3914, 4.3028, 1.0276], [-0.1169, 3.5726, 1.1725], [-0.7753, -0.3191, 1.6647], [-0.6384, -0.1663, 0.7164], [-1.2323, 0.4937, 1.9189], [1.5936, -1.1198, 2.2616], [-0.9604, -0.6322, -1.8788], [0.7612, -0.6020, 2.3962], [2.7794, 0.9375, -3.5362], [2.2646, 0.4151, -4.1658], [2.9680, 0.3771, -2.7701], [1.7564, -3.8301, 0.7160], [1.6211, -4.4401, -0.0284], [0.6730, 1.8248, -0.0837], [-0.2778, 2.5508, -1.5397], [0.4809, 2.3379, -2.1035], [1.4819, 1.3054, 1.0689], [-0.9495, -1.0643, -1.0084], [-4.2980, 2.1126, -1.4649], [0.7546, -3.6165, 0.8448], [-0.7634, -3.2735, 1.2048], [-1.0571, -3.9298, 1.8378], [-1.0079, -2.3347, 1.3172], [0.4035, -4.7527, -2.2413], [-3.5477, 2.4844, 3.1012]]
}

=====

No. 3
{
  "formula": "H35O17",
  "method": "wB97M-V/def2-TZVPD",
  "e_above_lowest_kj_mol": 261.7,
  "total_energy_ev": -35369.6114,
  "total_charge": 1,
  "species": ["O", "H", "H", "O", "H", "H", "O", "H", "H", "O", "H", "H", "O", "H", "O", "H", "H", "O", "H", "H", "O", "H", "H", "O", "H", "H", "O", "H", "H", "O", "H", "H", "O", "H", "H", "O", "H", "H", "O", "H", "H", "O", "H", "H", "O", "H", "H", "O", "H", "H", "H", "H"],
  "positions_angstrom": [[2.1349, -0.9807, 1.3213], [0.9613, -2.2894, 1.3989], [3.0777, -1.2852, 1.2662], [-0.1688, 0.9460, 1.5792], [-0.4144, 1.8598, 3.4151], [2.2551, -0.3633, 0.5769], [-2.1197, -3.1070, -2.2690], [-2.7204, -3.6534, -1.7592], [-2.5151, -2.7057, -3.0592], [-3.7023, 0.0960, -1.9226], [-3.1565, 0.5743, -2.5772], [-0.0869, 3.6142, -2.4382], [-0.2622, -4.7140, -0.8369], [-0.0426, 0.1290, -2.6353], [1.8451, 3.9736, 1.6076], [2.0408, 4.4808, 2.3977], [1.2583, 3.2889, 1.9312], [3.3106, 1.2007, 0.3049], [3.3128, 2.1195, 0.0126], [4.1821, 0.8265, 0.4050], [-0.1486, 0.4396, -1.7253], [-0.3790, -4.7518, -1.7860], [-0.1826, 1.4098, -2.0267], [-2.7043, 1.9301, 2.8195], [0.2300, -2.6549, -4.6531], [-2.5607, 2.1957, 1.9159], [-0.1454, 4.7433, -0.9900], [0.4564, 4.9145, -0.2069], [-0.6095, 5.5420, -1.2434], [-1.9996, -1.2169, 0.7575], [-2.1766, -0.8769, -0.1515], [-2.6533, -1.9269, 0.5241], [-0.5712, 1.1599, 4.0715], [-0.0316, -2.5235, -3.2366], [-1.4884, 1.0898, 3.7226], [4.5305, -1.2740, -1.8381], [3.7641, -1.5683, -1.3408], [4.9261, -2.1091, -2.0954], [0.4390, -3.0429, 1.8233], [-0.1897, -3.3975, 1.1548], [0.6695, 0.9750, 1.0670], [0.4259, 2.8334, -2.7191], [1.3399, 3.0435, -2.5031], [-0.7487, 0.7215, 0.8394], [0.1843, -1.9619, -3.9855], [-4.3285, 0.8216, -1.8607], [0.0593, -2.1009, 2.7663], [-0.4923, -1.4271, 3.4029], [-0.2151, -0.4380, 3.6074], [-1.0236, -1.0602, 2.6590], [0.0133, -5.6180, -0.6400], [-3.5796, 2.1187, 3.1522]]
}

=====

No. 4
{
  "formula": "H36NaO18",
  "method": "wB97M-V/def2-TZVPD",
  "e_above_lowest_kj_mol": 101.1,
  "total_energy_ev": -41854.6424,
  "total_charge": 1,
  "species": ["Na", "O", "H", "H", "O", "H", "H", "O", "H", "H", "O", "H", "H", "O", "H", "H", "O", "H", "H", "O", "H", "H", "O", "H", "H", "O", "H", "H", "O", "H", "H", "O", "H", "H", "O", "H", "H", "O", "H", "H", "O", "H", "H", "O", "H", "H", "O", "H", "H", "O", "H", "H", "O", "H", "H"],
  "positions_angstrom": [[-0.0764, -0.7584, 0.3698], [0.8207, -2.7312, 1.1587], [0.5343, -3.6435, 1.1139], [1.7238, -2.7473, 0.8417], [-0.0325, 0.3679, 2.6577], [-0.3338, -0.0758, 3.4505], [-0.1264, 1.3001, 2.8540], [-2.2522, -1.3281, 1.3092], [-2.5451, -1.9668, 1.9592], [-2.8474, -0.5862, 1.4168], [1.8472, 0.7109, -0.3548], [2.1465, 0.9754, -1.2247], [1.9417, 1.4983, 0.1812], [-1.8447, 1.3971, 0.3595], [-1.7221, 2.0615, -0.3184], [-1.4758, 1.7903, 1.1505], [0.4979, -2.3729, -4.0043], [1.1753, -1.7237, -3.8146], [0.4398, -2.3869, -4.9596], [3.4676, -2.6054, 0.4485], [3.8703, -1.9579, -0.1301], [4.0018, -3.3919, 0.3370], [2.7800, 1.4841, -2.8763], [2.7658, 1.8346, -3.7670], [3.5936, 1.8191, -2.4995], [-0.6678, -0.5708, -2.2728], [-0.2223, -1.2685, -2.7534], [-0.8920, 0.0761, -2.9418], [1.4295, 3.2366, 0.5059], [2.1882, 3.5396, 0.0071], [0.7429, 3.1174, -0.1504], [-1.5253, -3.4479, -0.7310], [-1.7712, -3.1853, -1.6180], [-2.2790, -3.2079, -0.1920], [-4.4600, 0.9976, 0.4034], [-4.6228, 0.4183, -0.3410], [-3.5363, 1.2359, 0.3245], [1.0136, 2.9543, 3.3668], [1.2717, 3.2557, 2.4957], [1.5330, 3.4873, 3.9688], [-1.6239, 3.6929, 2.3385], [-0.7343, 3.5454, 2.6597], [-2.1537, 3.7803, 3.1308], [-3.6321, -0.4697, -2.1918], [-2.6941, -0.4021, -2.3704], [-3.9329, -1.1827, -2.7551], [-0.1619, -5.3043, 0.9372], [-0.7407, -5.5194, 1.6686], [-0.7263, -4.8539, 0.3089], [-0.2564, 2.9324, -1.9717], [-0.3153, 3.6710, -2.5777], [-0.2837, 2.1581, -2.5337], [3.7857, 0.4327, 2.4693], [3.9384, -0.2455, 3.1274], [2.9792, 0.1633, 2.0297]]
}